Record 1
Density functional theory data (ωB97M-V/def2-TZVPD) for a molecular structure, C18H20MoN4O4SSeSi.

Structure (XYZ):
```
50
Properties=species:S:1:pos:R:3
Mo -1.462 -0.658 -1.200
N -2.178 -3.622 2.046
C -1.946 -2.526 1.322
S -2.173 -2.697 -0.425
N -1.621 -1.408 1.881
N -1.378 -0.406 0.986
C -1.006 0.745 1.470
C -0.791 1.049 2.884
C -1.755 0.740 3.847
C -1.527 1.071 5.170
C -0.328 1.665 5.545
C 0.643 1.954 4.595
C 0.407 1.666 3.262
C -0.809 1.781 0.437
C -0.633 3.121 0.703
C -0.494 4.006 -0.363
C -0.538 3.535 -1.663
C -0.753 2.188 -1.872
N -0.883 1.335 -0.842
H -2.460 -4.491 1.628
H -2.079 -3.576 3.049
H -2.685 0.274 3.556
H -2.283 0.860 5.913
H -0.149 1.904 6.585
H 1.581 2.403 4.892
H 1.171 1.881 2.525
H -0.622 3.467 1.725
H -0.359 5.063 -0.171
H -0.429 4.194 -2.511
H -0.825 1.771 -2.867
C 3.787 -3.345 -1.930
Si 3.124 -1.965 -2.959
C 2.700 -2.450 -4.693
C 4.144 -0.426 -2.856
C 1.420 -1.483 -2.220
C 0.310 -1.178 -1.776
H 4.770 -3.617 -2.323
H 3.159 -4.236 -1.962
H 3.916 -3.048 -0.888
H 3.616 -2.680 -5.243
H 2.189 -1.641 -5.218
H 2.065 -3.337 -4.724
H 5.125 -0.640 -3.289
H 4.302 -0.108 -1.824
H 3.709 0.404 -3.413
O -3.690 1.952 -1.954
Se -4.694 0.722 -1.788
O -4.053 -0.259 -0.379
O -2.384 -0.675 -2.587
O -5.150 0.720 -0.082
```

ΔE to the lowest compared entry with this formula, charge and spin: 35.55 kJ/mol
HOMO-LUMO gap: 5.229 eV
net charge: +2

Just the Mulliken charges please, in e? Sure, here they are:
1 Mo 0.236
2 N -0.396
3 C 0.793
4 S -0.113
5 N -1.417
6 N 1.027
7 C 0.883
8 C -0.167
9 C -0.155
10 C -0.813
11 C -0.417
12 C -0.879
13 C -0.246
14 C 0.046
15 C -0.522
16 C -0.653
17 C -0.770
18 C -0.448
19 N 0.215
20 H 0.206
21 H 0.241
22 H 0.503
23 H 0.423
24 H 0.433
25 H 0.424
26 H 0.552
27 H 0.632
28 H 0.495
29 H 0.469
30 H 0.559
31 C -0.927
32 Si 0.013
33 C -0.946
34 C -0.937
35 C 0.258
36 C 0.914
37 H 0.330
38 H 0.333
39 H 0.331
40 H 0.342
41 H 0.324
42 H 0.331
43 H 0.332
44 H 0.330
45 H 0.330
46 O -0.509
47 Se 0.955
48 O -0.065
49 O -0.598
50 O -0.278

---

Record 2
Density functional theory data (ωB97M-V/def2-TZVPD) for a single C6H12O molecule.

Structure (XYZ):
```
19
Properties=species:S:1:pos:R:3
C 0.061 1.916 0.122
C -1.290 1.205 0.211
C -1.287 -0.253 -0.258
C -0.454 -1.210 0.608
C 1.060 -1.079 0.527
C 1.700 -1.148 -0.845
O 1.736 -0.984 1.531
H 0.796 1.486 0.810
H -0.044 2.975 0.378
H 0.472 1.862 -0.894
H -1.652 1.244 1.248
H -2.026 1.756 -0.389
H -0.959 -0.306 -1.305
H -2.321 -0.619 -0.252
H -0.689 -2.243 0.310
H -0.726 -1.108 1.664
H 2.769 -0.947 -0.757
H 1.247 -0.433 -1.539
H 1.556 -2.149 -1.271
```

ΔE to the lowest compared entry with this formula, charge and spin: 16.21 kJ/mol
HOMO-LUMO gap: 10.481 eV
net charge: 0
SMILES: CCCCC(C)=O

Just the Mulliken charges please, in e? Sure, here they are:
1 C -1.064
2 C -0.367
3 C -0.623
4 C -0.488
5 C 0.628
6 C -1.158
7 O -0.566
8 H 0.258
9 H 0.373
10 H 0.246
11 H 0.276
12 H 0.323
13 H 0.302
14 H 0.307
15 H 0.359
16 H 0.255
17 H 0.331
18 H 0.281
19 H 0.328

---

Record 3
Density functional theory data (ωB97M-V/def2-TZVPD) for a molecular structure, C5H9NS.

Structure (XYZ):
```
16
Properties=species:S:1:pos:R:3
C 0.551 -0.178 -0.547
C -0.620 -1.253 -0.083
C -0.420 0.905 0.969
C -0.137 1.224 -0.473
C 1.033 0.234 0.814
H 0.622 -1.711 -2.588
H -0.143 -1.986 0.556
H -1.444 -1.773 -0.743
H -2.124 0.157 0.592
H -0.726 1.774 1.682
H 0.845 1.831 -0.649
H -0.954 1.463 -1.154
H 1.959 0.937 0.967
H 1.181 -0.569 1.570
N -1.334 -0.297 0.975
S 1.712 -0.758 -1.889
```

ΔE to the lowest compared entry with this formula, charge and spin: 334.75 kJ/mol
HOMO-LUMO gap: 9.515 eV
net charge: 0

Just the Mulliken charges please, in e? Sure, here they are:
1 C 0.328
2 C -0.609
3 C -0.026
4 C -0.597
5 C -0.816
6 H 0.151
7 H 0.317
8 H 0.342
9 H 0.276
10 H 0.339
11 H 0.239
12 H 0.360
13 H 0.256
14 H 0.325
15 N -0.603
16 S -0.282

---

Record 4
Density functional theory data (ωB97M-V/def2-TZVPD) for a single C24H35N3O4S molecule.

Structure (XYZ):
```
67
Properties=species:S:1:pos:R:3
C -7.913 -2.445 2.850
O -6.634 -2.362 3.292
C -5.678 -1.956 2.176
C -5.966 -1.886 0.659
C -4.936 -1.327 -0.127
C -3.622 -0.972 0.253
N -2.535 -0.951 -0.560
C -1.309 -1.036 -0.459
C -0.436 -1.234 -1.599
N -0.690 0.166 -2.418
S 0.281 0.384 -3.768
O 1.659 -0.054 -3.251
O -0.196 -0.243 -4.794
C 0.412 2.251 -3.620
C 0.584 2.655 -2.327
N 1.736 2.331 -1.464
C 1.499 1.678 -0.212
O 0.464 1.923 0.354
C 2.814 0.755 0.410
C 2.137 -0.056 1.099
C 3.491 -0.660 1.862
C 4.453 -1.177 0.867
C 5.001 -0.106 0.168
C 5.624 0.907 0.953
C 4.453 1.489 1.831
C 4.042 0.190 2.979
C 3.243 2.027 1.290
C 3.816 0.605 -0.760
C -2.270 0.210 -2.783
C -2.900 0.225 -1.552
C -3.286 -1.447 1.695
C -4.233 -1.784 2.605
H -8.080 -3.383 2.127
H -8.372 -1.581 2.337
H -8.401 -2.707 3.663
H -6.996 -1.882 0.404
H -5.112 -1.172 -1.119
H -1.126 -1.820 0.459
H -0.951 -0.130 0.261
H 0.542 -1.233 -1.433
H -0.839 -1.975 -2.036
H -0.645 2.310 -4.125
H 1.161 2.468 -4.352
H -0.378 2.449 -1.662
H 0.634 3.755 -2.332
H 2.560 1.958 -2.067
H 1.576 0.364 1.917
H 1.920 -0.891 0.406
H 3.117 -1.592 2.330
H 5.382 -1.673 1.451
H 4.211 -1.901 0.341
H 5.684 -0.105 -0.570
H 5.902 1.875 0.484
H 6.423 0.600 1.415
H 4.811 2.257 2.597
H 3.409 0.520 3.574
H 4.718 -0.206 3.340
H 2.381 2.411 1.852
H 3.654 2.816 0.756
H 4.175 1.433 -1.035
H 3.405 -0.308 -1.436
H -2.319 1.155 -3.265
H -2.650 -0.540 -3.229
H -3.921 0.415 -1.700
H -2.620 1.200 -0.872
H -2.245 -1.151 2.252
H -4.117 -1.833 3.617
```

ΔE to the lowest compared entry with this formula, charge and spin: 2301.88 kJ/mol
HOMO-LUMO gap: 7.773 eV
net charge: 0
SMILES: COc1ccc(N2CCN(S(=O)(=O)CCNC(=O)[C@]34C[C@H]5C[C@H](C[C@H](C5)C3)C4)CC2)cc1

Just the Mulliken charges please, in e? Sure, here they are:
1 C -0.762
2 O -0.374
3 C 0.450
4 C -1.017
5 C -0.212
6 C 0.498
7 N 0.317
8 C -0.335
9 C -1.957
10 N 0.062
11 S 0.940
12 O -0.634
13 O -0.666
14 C -0.934
15 C -0.778
16 N -0.063
17 C -0.162
18 O -0.654
19 C 1.468
20 C 0.477
21 C 0.638
22 C -1.605
23 C 0.254
24 C -1.560
25 C 0.306
26 C -3.056
27 C -1.634
28 C -2.412
29 C -1.433
30 C -0.367
31 C -0.168
32 C -0.838
33 H 0.254
34 H 0.305
35 H 0.356
36 H 0.328
37 H 0.506
38 H 0.349
39 H 0.511
40 H 0.589
41 H 0.728
42 H 0.428
43 H 0.555
44 H 0.246
45 H 0.415
46 H 0.377
47 H 0.249
48 H -0.128
49 H 0.264
50 H 0.441
51 H 0.763
52 H 0.507
53 H 0.411
54 H 0.714
55 H 0.220
56 H 0.875
57 H 1.200
58 H 0.453
59 H 0.472
60 H 1.485
61 H -0.151
62 H 0.500
63 H 0.415
64 H 0.806
65 H 0.164
66 H 0.066
67 H 0.538

---

E_tot / eV: -119035.5630, -8464.1859, -17652.7241, -48929.8597
E_HOMO / eV: -14.616, -9.518, -8.998, -7.276